1.
DFT (wB97M-V/def2-TZVPD) results for a molecular structure, C14H26N2O9P2S4Sr.

Positions of all 58 atoms, in Å:
Sr  -0.02527  0.39563  -0.06345
C  2.03448  3.69588  -1.55651
C  1.27315  4.43732  -0.46322
S  -0.11997  3.48688  0.19703
C  0.13417  3.52247  1.99323
C  1.50914  3.12884  2.53089
S  2.01421  1.42874  2.13314
C  3.68605  1.63890  1.47707
C  3.84913  2.54882  0.26608
S  2.75062  2.09729  -1.10120
H  1.36193  3.46034  -2.38386
H  2.82050  4.33842  -1.95601
H  1.93345  4.72324  0.35324
H  0.88281  5.36329  -0.88686
H  -0.11600  4.51902  2.35991
H  -0.63960  2.84027  2.35571
H  2.28498  3.81086  2.18441
H  1.47942  3.22023  3.61730
H  4.34084  1.98029  2.27989
H  3.99348  0.62011  1.23294
H  3.65709  3.58703  0.53039
H  4.88206  2.49463  -0.07832
N  -2.13152  -2.33256  -0.16563
C  -2.70329  -1.43317  0.92455
C  -4.01837  -2.02926  1.40669
P  -2.91799  0.27355  0.14275
O  -4.49276  0.50466  0.04065
O  -2.24703  1.32923  0.97592
O  -2.29238  0.13335  -1.22651
P  -1.38772  -1.53366  2.30996
O  -1.48185  -0.17985  3.17567
O  -1.73015  -2.70993  3.11918
O  -0.09209  -1.40475  1.52196
H  -2.48044  -3.30522  -0.20164
H  -1.13502  -2.54134  0.03202
H  -2.21139  -1.86905  -1.09402
H  -4.75107  -2.08538  0.60024
H  -4.43787  -1.40512  2.19648
H  -3.83648  -3.01668  1.82882
H  -4.78310  1.21467  0.62586
H  -2.02861  -0.33651  3.95515
N  0.75974  0.30072  -2.90006
C  0.75841  -1.09580  -2.61350
C  1.51791  -1.60706  -1.56297
C  1.31332  -2.91354  -1.11436
C  0.35041  -3.70803  -1.72351
C  -0.34608  -3.22129  -2.82463
C  -0.15401  -1.92625  -3.26252
S  -0.17067  -5.27460  -1.01508
O  -0.40630  -6.13030  -2.15690
O  -1.40908  -4.87060  -0.33803
O  0.89268  -5.65849  -0.11497
H  0.07007  0.51068  -3.60997
H  1.65772  0.67413  -3.18169
H  2.26666  -0.96988  -1.09227
H  1.85886  -3.31000  -0.26805
H  -1.06034  -3.87217  -3.31405
H  -0.72686  -1.53900  -4.09734

Its HOMO energy is -0.3074 Ha. As for the energy relative to the best compared isomer or geometry (same formula, charge and spin): 1.014 eV. The value obtained for the gap between HOMO and LUMO is 7.96 eV. The spin multiplicity is 1.


2.
DFT (wB97M-V/def2-TZVPD) results for a single C14H26N4O2 molecule.

Positions of all 46 atoms, in Å:
C  5.50745  1.21372  -0.42974
C  4.11916  1.20796  0.19700
H  4.05585  1.99266  0.95371
H  3.94710  0.25171  0.69614
C  3.02726  1.43682  -0.85238
C  1.67138  1.36206  -0.24072
N  0.89204  2.35116  -0.35649
N  -0.36802  2.37290  0.16282
C  -1.02884  1.45349  0.91089
O  -0.54325  0.42084  1.32444
C  -2.45659  1.86483  1.26512
C  -3.37037  0.63719  1.31058
C  -4.10608  0.36790  -0.00537
C  -3.23229  0.38589  -1.26365
C  -1.91868  -0.38672  -1.22334
O  -0.91986  0.05037  -1.75633
N  -2.00311  -1.59612  -0.61176
N  -1.02987  -2.49794  -0.30415
C  0.18398  -2.34538  -0.62515
C  1.17554  -3.37619  -0.20650
C  2.29684  -2.74595  0.62621
C  1.77213  -2.19137  1.94478
H  1.33646  -2.98851  2.54313
H  1.00327  -1.44258  1.77073
H  2.57855  -1.73525  2.51583
H  3.06134  -3.50164  0.82297
H  2.76242  -1.94455  0.04735
H  0.66709  -4.15164  0.36729
H  1.60770  -3.82843  -1.10417
H  0.57130  -1.49480  -1.17999
H  -2.89105  -1.87647  -0.21886
H  -2.96586  1.41092  -1.52742
H  -3.81091  -0.01619  -2.10087
H  -4.62471  -0.59065  0.08086
H  -4.87854  1.13061  -0.13844
H  -4.12104  0.76166  2.09341
H  -2.74791  -0.21790  1.58440
H  -2.39989  2.31044  2.26174
H  -2.83909  2.61985  0.57843
H  -0.85893  3.20915  -0.12459
H  1.42823  0.44658  0.28951
H  3.10222  0.66140  -1.62028
H  3.15479  2.40894  -1.32954
H  5.59516  0.42385  -1.17285
H  6.26983  1.05634  0.32980
H  5.70107  2.16582  -0.91872

Its HOMO energy is -0.3337 Ha. As for the energy relative to the best compared isomer or geometry (same formula, charge and spin): 2.755 eV. The value obtained for the gap between HOMO and LUMO is 9.87 eV. The spin multiplicity is 1. The SMILES is CCC/C=N/NC(=O)CCCCC(=O)N/N=C/CCC.


3.
DFT (wB97M-V/def2-TZVPD) results for a single C14H26N4OS molecule.

Positions of all 46 atoms, in Å:
C  -3.64844  1.12029  1.07269
C  -2.19567  0.81649  1.41988
C  -1.23403  1.80293  0.75884
C  0.22129  1.36659  0.91784
C  1.20013  2.41703  0.39181
C  2.57426  1.87370  -0.00822
C  3.45070  1.35480  1.13723
C  3.16154  -0.07098  1.61304
C  3.41099  -1.12682  0.53915
C  3.02319  -2.52749  0.98615
H  3.16155  -3.24480  0.17864
H  3.59452  -2.84095  1.85987
S  1.28352  -2.66619  1.53565
C  0.43536  -2.26825  0.08423
N  0.98700  -2.09565  -1.10067
N  -0.05913  -1.77548  -1.89418
C  -1.18008  -1.77311  -1.15126
N  -0.90982  -2.08284  0.09795
N  -2.43553  -1.46566  -1.61390
C  -2.71654  -1.10630  -2.90571
O  -1.86054  -1.05397  -3.75959
C  -4.17278  -0.79644  -3.13197
H  -4.77907  -1.67096  -2.90528
H  -4.48707  0.02091  -2.48612
H  -4.32280  -0.51349  -4.16965
H  -3.15778  -1.48567  -0.90799
H  0.03115  -1.57294  -2.87950
H  4.47068  -1.14054  0.27075
H  2.84215  -0.89592  -0.36074
H  3.80550  -0.28273  2.47130
H  2.13095  -0.14920  1.95386
H  4.49375  1.39352  0.81062
H  3.35133  2.03306  1.98796
H  3.11543  2.69069  -0.49347
H  2.43997  1.09249  -0.75743
H  1.32350  3.20580  1.13760
H  0.76229  2.87845  -0.49838
H  0.41392  1.16982  1.97336
H  0.36384  0.43271  0.37232
H  -1.37022  2.79489  1.19713
H  -1.46869  1.87986  -0.30706
H  -2.06734  0.86094  2.50317
H  -1.94323  -0.19886  1.10702
H  -3.92558  2.11245  1.42320
H  -3.79911  1.09191  -0.00590
H  -4.31507  0.39590  1.53573

Its HOMO energy is -0.3033 Ha. As for the energy relative to the best compared isomer or geometry (same formula, charge and spin): 0.023 eV. The value obtained for the gap between HOMO and LUMO is 8.86 eV. The spin multiplicity is 1. The SMILES is CCCCCCCCCCSc1n[nH]c(NC(C)=O)n1.


4.
DFT (wB97M-V/def2-TZVPD) results for a molecular structure, C14H26N6O4PRu.

Positions of all 52 atoms, in Å:
Ru  -0.37775  -0.31410  0.72461
C  0.71229  -0.13759  4.81352
C  0.66252  -0.56826  3.37503
O  -0.47092  -0.69510  2.82011
C  1.88034  -0.85282  2.75233
C  2.24747  -0.88471  1.40723
C  3.66350  -1.14670  1.14518
N  1.41479  -0.80901  0.36129
N  1.78647  -0.89590  -0.92087
C  0.75563  -0.72778  -1.75079
O  -0.46415  -0.67276  -1.25694
C  1.06147  -0.53900  -3.18956
C  0.16570  -0.69708  -4.26718
C  0.66586  -0.78514  -5.54178
C  2.03125  -0.83358  -5.80028
C  2.89144  -0.57872  -4.73716
C  2.40600  -0.34922  -3.48606
H  0.00689  -0.59769  5.50728
H  0.63033  0.97813  4.90641
H  1.73684  -0.35276  5.14478
H  2.70712  -1.05328  3.42027
H  4.10655  -1.66558  2.00699
H  4.22904  -0.19808  1.04140
H  3.85269  -1.71473  0.24380
H  -0.90669  -0.76312  -4.08301
H  -0.04151  -0.84538  -6.37799
H  2.42897  -1.10237  -6.79350
H  3.96316  -0.53470  -4.87857
H  3.05389  -0.04372  -2.65764
N  -0.90103  -2.71915  1.09610
N  -1.97412  -2.18471  0.42588
H  -0.23694  -3.26088  0.56536
H  -1.03293  -3.03029  2.07331
H  -2.80536  -1.97540  0.98038
H  -2.15733  -2.64676  -0.44917
N  -2.54934  1.34569  -1.87024
C  -2.59794  2.51129  -0.88882
P  -2.63741  1.87281  0.83430
O  -3.90556  2.16427  1.54100
O  -2.25202  0.36110  0.73398
C  -1.30353  2.60486  1.89420
N  -1.92456  2.31977  3.27179
H  -2.63506  1.72269  -2.81648
H  -3.33539  0.68957  -1.75326
H  -1.69874  0.77346  -1.80687
H  -3.50431  3.12675  -1.09704
H  -1.71856  3.16001  -1.07125
H  -1.10364  3.70259  1.79082
H  -0.34727  2.09018  1.79995
H  -2.96287  2.40973  3.23344
H  -1.54684  2.96543  3.96973
H  -1.66844  1.37774  3.61406

Its HOMO energy (spin up / spin down) is -0.4475 / -0.4822 Ha. Its net charge is +2. As for the expectation value of S²: 8.78. The value obtained for the gap between HOMO and LUMO (spin up / spin down) is 6.63 / 5.84 eV. The spin multiplicity is 6.